## w
ORCA calculation (ωB97M-V/def2-TZVPD) on C2H2O2P as an isolated structure.

Last column: Mulliken charge in e.
Atoms and positions in Å:
C 0.663 -0.066 0.713  -0.37
C 0.619 -0.095 -0.657  -0.29
O -1.847 -1.169 0.175  -0.70
O -1.724 1.403 -0.016  -0.75
P -1.071 0.031 0.007  0.62
H 1.955 -0.097 1.203  0.15
H 1.405 -0.006 -1.427  0.33

Calculated values
Total charge ... -1
HOMO energy ... -4.31 eV
Gap between HOMO and LUMO ... 8.8 eV

---

## x
ORCA calculation (ωB97M-V/def2-TZVPD) on a 2-piece molecular cluster, C2H2O2P overall.

Last column: Mulliken charge in e.
Atoms and positions in Å:
C 0.588 -0.298 0.093  -0.47
C -0.983 1.279 0.606  0.56
O -0.606 2.206 -0.016  -0.46
O -1.715 0.763 1.366  -0.45
P -0.030 -1.508 -0.851  -0.33
H 1.671 -0.175 0.183  0.21
H 1.075 -2.267 -1.381  -0.06

Calculated values
Total charge ... -1
HOMO energy ... -3.30 eV
Gap between HOMO and LUMO ... 7.6 eV

---

Each structure's energy above the most stable one, in kJ/mol: w 0.0; x 51.3.

---

## w
ORCA calculation (ωB97M-V/def2-TZVPD) on a 3-piece molecular cluster, C24H48O8 overall.

Last column: Mulliken charge in e.
Atoms and positions in Å:
C 0.097 -1.809 2.661  -0.63
C -1.269 -1.160 3.284  -0.20
C -2.585 -1.206 2.316  -0.89
C -2.292 -1.118 0.709  -0.79
C -1.570 0.263 0.198  1.50
C -0.109 -0.167 -0.443  -0.39
C 1.158 0.724 0.102  -0.95
C 1.601 1.847 -1.041  0.42
C 3.020 2.500 -0.520  -0.75
C 2.764 3.982 0.157  -0.42
C 2.220 5.087 -0.936  -0.61
C 0.923 5.968 -0.411  -0.24
O 0.985 6.312 1.020  -0.37
C -0.327 6.802 1.507  -0.49
O -1.574 1.323 1.261  -0.37
C -1.641 2.617 0.564  0.26
O -0.932 3.652 1.022  -0.41
O -2.516 2.449 -0.606  -0.38
C -2.698 0.969 -0.776  -0.23
C -2.624 0.762 -2.400  -0.89
C -2.597 -0.800 -2.895  -0.20
O -4.020 -1.160 -3.201  -0.30
C -4.042 -2.343 -4.084  0.17
O -3.964 -2.239 -5.431  -0.48
H 0.888 -0.947 2.585  0.12
H 0.523 -2.564 3.481  0.22
H -0.041 -2.442 1.687  0.14
H -1.062 -0.009 3.523  0.25
H -1.555 -1.644 4.321  0.27
H -3.377 -0.373 2.626  0.22
H -3.131 -2.244 2.511  0.27
H -1.753 -2.110 0.382  0.32
H -3.359 -1.149 0.175  0.31
H 0.178 -1.305 -0.227  0.21
H -0.080 -0.079 -1.634  0.12
H 2.087 -0.022 0.169  0.42
H 1.028 1.170 1.175  0.17
H 0.753 2.650 -1.117  0.02
H 1.779 1.315 -2.094  -0.08
H 3.515 1.783 0.283  0.33
H 3.755 2.539 -1.433  0.26
H 2.031 3.841 1.086  0.14
H 3.807 4.353 0.553  0.36
H 3.106 5.769 -1.286  0.39
H 1.849 4.495 -1.882  0.17
H 0.907 7.003 -1.004  0.30
H -0.085 5.423 -0.716  0.14
H -0.723 6.025 2.322  0.13
H -0.217 7.850 2.068  0.24
H -1.093 6.891 0.627  0.27
H -3.836 0.862 -0.523  0.40
H -1.672 1.284 -2.897  0.20
H -3.556 1.311 -2.897  0.38
H -1.982 -0.837 -3.910  0.37
H -2.114 -1.489 -2.081  0.24
H -4.119 -3.412 -3.601  0.32
C -2.655 -5.940 5.414  -1.43
C -1.848 -4.940 4.601  0.69
C -0.636 -5.597 3.960  -1.17
O -1.417 -3.879 5.449  -0.51
H -2.053 -6.359 6.228  0.35
H -3.518 -5.450 5.879  0.35
H -3.014 -6.761 4.786  0.36
H -2.482 -4.501 3.823  0.13
H 0.038 -6.004 4.723  0.33
H -0.058 -4.863 3.389  0.22
H -0.934 -6.408 3.289  0.37
H -0.854 -4.260 6.143  0.34
C 4.250 -0.523 -5.536  -1.36
C 4.101 -0.549 -4.023  0.48
C 4.463 -1.911 -3.453  -1.32
O 2.755 -0.234 -3.675  -0.45
H 3.583 -1.254 -6.007  0.35
H 3.974 0.459 -5.933  0.33
H 5.279 -0.746 -5.835  0.38
H 4.743 0.219 -3.577  0.25
H 3.804 -2.690 -3.851  0.34
H 4.340 -1.918 -2.365  0.30
H 5.499 -2.175 -3.690  0.39
H 2.178 -0.911 -4.067  0.29

Calculated values
HOMO energy ... -9.00 eV
SMILES ... CCCC[C@]1(CCCCCCCOC)OC(=O)O[C@H]1CCOC=O.CC(C)O.CC(C)O
Gap between HOMO and LUMO ... 8.9 eV

---

## x
ORCA calculation (ωB97M-V/def2-TZVPD) on a 5-piece molecular cluster, C24H48O8 overall.

Last column: Mulliken charge in e.
Atoms and positions in Å:
C 0.853 -1.129 0.219  -1.16
C 1.218 0.225 0.835  -0.13
C 1.011 1.374 -0.150  -0.79
C 1.380 2.761 0.373  -0.78
C 2.799 2.877 0.921  -0.21
C 3.062 4.290 1.448  -0.97
C 4.530 4.644 1.593  0.05
O 5.257 3.501 1.906  -0.51
O 5.005 5.248 0.352  -0.34
C 5.790 4.493 -0.468  0.77
O 5.409 3.935 -1.438  -0.50
O 7.092 4.500 -0.083  -0.52
H 1.154 -1.154 -0.832  0.28
H -0.214 -1.332 0.277  0.27
H 1.386 -1.940 0.715  0.34
H 2.259 0.201 1.160  0.26
H 0.591 0.405 1.715  0.19
H 1.565 1.162 -1.071  0.33
H -0.048 1.384 -0.432  0.36
H 1.286 3.474 -0.453  0.38
H 0.661 3.069 1.142  0.31
H 2.949 2.169 1.734  0.21
H 3.506 2.648 0.119  0.29
H 2.590 5.022 0.791  0.33
H 2.607 4.396 2.437  0.38
H 4.677 5.412 2.354  0.39
H 6.091 3.746 2.319  0.36
H 7.294 5.351 0.325  0.38
C -0.061 -5.538 -2.414  -0.54
C -0.217 -4.367 -3.383  -0.65
C -1.016 -3.381 -2.541  0.21
O -0.617 -3.604 -1.183  -0.38
C 0.134 -4.811 -1.089  -0.46
H 0.770 -6.199 -2.656  0.34
H -0.978 -6.131 -2.391  0.25
H 0.763 -3.954 -3.634  0.30
H -0.725 -4.631 -4.309  0.35
H -2.089 -3.564 -2.631  -0.27
H -0.812 -2.339 -2.796  0.29
H 1.191 -4.568 -0.925  0.27
H -0.224 -5.382 -0.230  0.28
C -6.550 -3.170 -2.168  -0.60
C -5.923 -3.546 -0.827  -0.36
C -4.822 -4.502 -1.260  -0.12
O -4.401 -4.061 -2.556  -0.42
C -5.324 -3.101 -3.069  -0.49
H -7.108 -2.235 -2.145  0.35
H -7.223 -3.962 -2.505  0.26
H -5.491 -2.660 -0.354  0.28
H -6.611 -4.009 -0.124  0.10
H -5.197 -5.528 -1.333  0.20
H -3.959 -4.497 -0.593  0.22
H -4.865 -2.106 -3.033  0.26
H -5.539 -3.344 -4.111  0.31
C 6.398 9.271 -0.755  -0.56
C 7.838 9.140 -0.262  -0.47
C 7.681 9.449 1.222  -0.42
O 6.382 8.986 1.592  -0.42
C 5.620 8.685 0.416  0.25
H 6.205 8.747 -1.690  0.34
H 6.144 10.324 -0.894  0.29
H 8.195 8.117 -0.404  0.18
H 8.535 9.812 -0.760  0.34
H 7.746 10.526 1.409  0.29
H 8.423 8.949 1.846  0.27
H 5.522 7.600 0.329  -0.33
H 4.623 9.114 0.525  0.28
C -8.034 -7.197 2.730  -0.56
C -7.192 -6.332 3.666  -0.57
C -6.009 -5.979 2.774  -0.40
O -6.519 -5.926 1.440  -0.31
C -7.832 -6.487 1.397  -0.50
H -9.083 -7.259 3.016  0.33
H -7.630 -8.210 2.685  0.27
H -7.741 -5.430 3.944  0.27
H -6.890 -6.842 4.580  0.34
H -5.229 -6.747 2.828  0.26
H -5.560 -5.015 3.015  0.27
H -8.562 -5.680 1.265  0.29
H -7.899 -7.156 0.539  0.32

Calculated values
HOMO energy ... -8.98 eV
SMILES ... CCCCCC[C@@H](O)OC(=O)O.C1CCOC1.C1CCOC1.C1CCOC1.C1CCOC1
Gap between HOMO and LUMO ... 9.4 eV

---

Each structure's energy above the most stable one, in kJ/mol: w 877.4; x 0.0.